Record 1
Here is a structure of composition C50H47Br2N3O5PSiTa from the Open Molecules 2025 dataset. Energies are from wB97M-V/def2-TZVPD.

Element x y z (Å)
Ta 0.529 0.494 0.094
C 1.157 -2.319 4.803
C 0.228 -1.366 4.060
C -0.849 -2.138 3.299
C 1.089 -0.458 3.191
C 1.864 0.521 4.049
O 0.934 1.641 4.143
C 0.171 1.583 3.068
N 0.299 0.510 2.341
C -0.784 2.698 2.912
C -0.731 3.710 3.865
C -1.678 4.722 3.869
C -2.694 4.724 2.925
C -2.742 3.731 1.954
C -1.796 2.716 1.931
P -1.827 1.559 0.534
C -2.320 2.556 -0.892
C -1.395 3.470 -1.405
C -1.725 4.233 -2.513
C -2.971 4.093 -3.109
C -3.892 3.192 -2.596
C -3.570 2.419 -1.489
C -3.107 0.326 0.851
C -3.452 -0.597 -0.140
C -4.384 -1.584 0.136
C -4.965 -1.667 1.396
C -4.629 -0.750 2.379
C -3.701 0.247 2.109
H 0.586 -2.897 5.530
H 1.962 -1.817 5.349
H 1.612 -3.025 4.103
H -0.273 -0.719 4.792
H -0.401 -2.853 2.613
H -1.510 -1.488 2.727
H -1.460 -2.700 4.009
H 1.737 -1.063 2.565
H 2.771 0.898 3.573
H 2.077 0.182 5.060
H 0.052 3.700 4.610
H -1.622 5.505 4.613
H -3.443 5.504 2.930
H -3.513 3.765 1.194
H -0.425 3.595 -0.936
H -1.009 4.942 -2.909
H -3.226 4.691 -3.974
H -4.867 3.091 -3.054
H -4.293 1.717 -1.094
H -2.999 -0.540 -1.118
H -4.664 -2.288 -0.637
H -5.694 -2.438 1.606
H -5.089 -0.807 3.356
H -3.447 0.963 2.881
Br 1.817 5.351 0.823
C 2.985 3.884 0.747
C 4.381 4.084 0.827
C 5.244 3.026 0.791
Br 7.094 3.339 0.901
C 4.753 1.698 0.681
C 5.539 0.528 0.673
C 4.935 -0.701 0.589
C 3.544 -0.780 0.497
N 2.767 0.292 0.495
C 3.360 1.526 0.587
C 2.469 2.625 0.606
O 1.169 2.338 0.548
H 4.759 5.093 0.922
H 6.616 0.610 0.738
H 5.519 -1.610 0.589
H 3.052 -1.742 0.419
O -0.181 -1.356 0.558
C 0.646 -1.575 -0.402
O 1.242 1.167 -1.800
C 0.157 0.851 -2.409
O -0.701 0.247 -1.660
C -0.092 1.149 -3.805
C -1.351 0.893 -4.348
C -1.588 1.193 -5.676
C -0.573 1.743 -6.452
C 0.682 1.999 -5.908
C 0.927 1.704 -4.580
H -2.131 0.474 -3.726
H -2.560 1.003 -6.111
H -0.761 1.976 -7.491
H 1.461 2.427 -6.523
H 1.894 1.899 -4.134
C 2.909 -1.715 -2.812
Si 1.712 -3.106 -2.491
C 0.358 -3.183 -3.755
C 2.584 -4.722 -2.256
N 0.839 -2.764 -0.907
C 0.031 -3.838 -0.345
C -1.325 -3.883 -0.629
C -2.098 -4.890 -0.071
C -1.514 -5.842 0.754
C -0.154 -5.790 1.025
C 0.626 -4.782 0.475
H 2.877 -1.460 -3.875
H 3.930 -2.026 -2.583
H 2.698 -0.802 -2.261
H 0.775 -3.404 -4.740
H -0.168 -2.226 -3.825
H -0.371 -3.961 -3.522
H 3.149 -4.948 -3.164
H 1.899 -5.551 -2.079
H 3.299 -4.682 -1.431
H -1.766 -3.130 -1.269
H -3.159 -4.934 -0.284
H -2.118 -6.630 1.181
H 0.302 -6.534 1.664
H 1.689 -4.731 0.680

Values from the calculation:
- Calculated total energy: -226119.1042 eV
- E_HOMO: -0.4782 hartree
- Frontier orbital gap: 7.03 eV
- Molar mass: 1169.8 g/mol
- Multiplicity: 1
- Charge: +2
- Relative energy (zero: lowest compared OMol25 entry of this formula, charge and spin): 0.000 eV
- LUMO energy: -6.0 eV

Atomic partial charges in e from the Mulliken method, atoms 1 to 4: number 1, Ta, carries 2.8366; number 2, C, carries -1.6092; number 3, C, carries 0.7878; number 4, C, carries -0.9759



Record 2
Here is a structure of composition C50H47GeN7O7TeTl at a distorted geometry from the Open Molecules 2025 dataset. Energies are from wB97M-V/def2-TZVPD.

Element x y z (Å)
Tl 0.436 -1.036 -0.485
O -1.341 -6.574 3.474
C -2.115 -6.096 2.450
O -3.286 -6.114 2.609
C -1.455 -5.564 1.222
C -0.136 -5.904 0.913
C 0.549 -5.286 -0.095
C -0.094 -4.297 -0.792
C -1.435 -4.100 -0.596
C -2.157 -4.666 0.447
N 0.575 -3.443 -1.581
C 1.670 -3.791 -2.237
C 2.610 -2.871 -2.752
C 3.866 -3.245 -3.215
C 4.768 -2.337 -3.649
C 4.400 -0.983 -3.664
C 3.175 -0.640 -3.066
N 2.372 -1.560 -2.580
H -0.463 -6.212 3.596
H 0.383 -6.564 1.598
H 1.613 -5.342 -0.149
H -1.874 -3.361 -1.299
H -3.156 -4.427 0.630
H 1.897 -4.867 -2.290
H 4.204 -4.268 -3.355
H 5.764 -2.678 -3.792
H 5.059 -0.258 -4.051
H 3.041 0.415 -2.872
O 5.786 -4.109 3.872
C 6.070 -3.244 3.001
O 7.137 -2.611 2.717
C 4.771 -2.889 2.134
C 4.946 -2.014 1.079
C 3.859 -1.561 0.428
N 2.594 -1.869 0.727
C 2.406 -2.677 1.741
C 3.453 -3.187 2.531
C 0.921 -2.911 2.209
O 0.746 -3.587 3.260
O 0.044 -2.363 1.472
H 5.974 -1.822 0.830
H 4.001 -0.894 -0.452
H 3.187 -3.837 3.349
O -0.424 1.999 2.905
C -0.282 0.779 3.603
C 1.094 0.527 4.157
C 1.399 -0.709 4.677
C 2.741 -1.039 4.931
C 3.700 -0.070 4.726
C 3.288 1.166 4.190
N 2.021 1.468 3.910
H 0.473 2.437 3.063
H -0.518 -0.030 2.972
H -0.982 0.791 4.437
H 0.646 -1.489 4.663
H 2.971 -1.973 5.325
H 4.736 -0.223 4.818
H 3.986 1.946 3.970
C -6.741 0.096 -2.274
Ge -4.963 0.456 -1.474
C -4.656 -0.363 0.252
C -3.517 -1.145 0.487
C -3.231 -1.642 1.744
C -4.070 -1.396 2.782
C -5.252 -0.629 2.574
C -5.515 -0.089 1.329
C -4.747 2.389 -1.375
C -5.786 3.204 -1.803
C -5.689 4.565 -1.542
C -4.608 5.157 -1.026
C -3.465 4.321 -0.739
C -2.231 4.806 -0.235
C -1.131 4.051 0.039
C -1.242 2.654 -0.198
C -2.438 2.115 -0.585
C -3.561 2.892 -0.873
H -7.455 0.269 -1.454
H -6.654 -0.929 -2.519
H -7.052 0.734 -3.119
H -2.787 -1.365 -0.303
H -2.304 -2.221 1.786
H -3.854 -1.775 3.745
H -5.972 -0.485 3.365
H -6.421 0.440 1.062
H -6.619 2.808 -2.360
H -6.601 5.142 -1.762
H -4.489 6.187 -0.783
H -2.232 5.911 -0.072
H -0.274 4.458 0.497
H -0.392 2.088 0.008
H -2.491 1.062 -0.632
C 0.873 3.420 -5.364
Te -0.733 3.993 -4.028
C -1.893 5.184 -5.354
H 1.619 4.263 -5.326
H 0.358 3.335 -6.248
H 1.337 2.436 -4.925
H -1.311 5.984 -5.807
H -2.671 5.550 -4.719
H -2.317 4.659 -6.220
N -3.107 -0.596 -3.744
C -3.693 -0.271 -2.801
C 4.190 2.668 0.561
C 3.626 3.788 -0.280
N 4.424 4.703 -0.830
C 3.581 5.552 -1.474
C 2.305 5.126 -1.395
N 2.330 3.967 -0.634
H 3.431 1.990 0.809
H 4.728 2.971 1.468
H 4.928 2.068 -0.036
H 3.896 6.528 -1.833
H 1.347 5.563 -1.708
H 1.576 3.414 -0.315

Values from the calculation:
- Calculated total energy: -145879.9649 eV
- E_HOMO (spin up / spin down): -0.0347 / -0.1247 hartree
- Frontier orbital gap (spin up / spin down): 3.78 / 6.23 eV
- Molar mass: 1262.6 g/mol
- Multiplicity: 2
- Charge: -2
- LUMO energy (spin up / spin down): 2.8 / 2.8 eV

Atomic partial charges in e from the Mulliken method, atoms 1 to 4: number 1, Tl, carries 0.9214; number 2, O, carries -0.5818; number 3, C, carries 0.4187; number 4, O, carries -0.5890